# 1
{"formula": "C3H6O3", "method": "the ωB97M-V functional and the def2-TZVPD basis", "elements": ["O", "O", "O", "C", "C", "C", "H", "H", "H", "H", "H", "H"], "positions_angstrom": [[-0.9028, -1.0229, 1.4307], [1.5038, -0.4094, -1.0666], [1.1589, -0.2687, 1.8765], [0.2190, -0.3753, -0.4722], [0.2651, -0.5245, 1.1307], [-0.5149, 0.9393, -0.9277], [-1.5231, 0.6535, -1.1949], [-0.6308, 1.7116, -0.0689], [-0.4311, -1.1326, -0.7515], [2.1720, 0.0817, -0.5302], [-1.3212, -1.0162, 2.3187], [0.0052, 1.3634, -1.7446]], "forces_ev_per_angstrom": [[-2.903, -0.809, 0.613], [0.331, -0.307, 0.544], [0.312, 0.288, 0.092], [1.624, 3.036, 1.898], [0.790, 0.571, -2.128], [-0.691, 0.064, 3.192], [-0.280, 0.210, -0.295], [0.422, -1.138, -1.449], [-0.325, -2.002, -1.070], [-1.073, -0.539, -0.277], [1.324, 0.218, -0.319], [0.468, 0.408, -0.800]], "nbo_charge": [-0.711, -0.716, -0.584, 0.015, 0.784, -0.627, 0.211, 0.205, 0.192, 0.488, 0.514, 0.230], "smiles": "C[C@@H](O)C(=O)O", "e_above_lowest_ev": 1.0754, "homo_lumo_gap_ev": 10.872, "charge": 0, "total_energy_ha": -343.6150, "mol_weight_da": 90.08}

***

# 2
{"formula": "C18H17N6OPtS", "method": "the ωB97M-V functional and the def2-TZVPD basis", "elements": ["Pt", "S", "O", "N", "N", "N", "N", "N", "N", "C", "C", "C", "C", "C", "C", "C", "C", "C", "C", "C", "C", "C", "C", "C", "C", "C", "C", "H", "H", "H", "H", "H", "H", "H", "H", "H", "H", "H", "H", "H", "H", "H", "H", "H"], "positions_angstrom": [[0.3917, -0.6567, -0.1916], [-0.4003, -0.2770, 2.0302], [-1.7431, -0.7515, -0.5176], [-0.1851, -3.0755, -0.0212], [2.4806, -0.3802, -0.3072], [2.3976, 1.9832, 0.2150], [-2.4469, -0.0216, 0.3309], [0.3462, 1.5943, -0.8407], [-0.3597, -5.2167, -0.4168], [-1.9932, 0.2172, 1.5781], [3.0929, 0.8721, -0.3020], [1.1363, 2.3903, -0.1135], [-4.1248, 1.2718, 2.0429], [-4.5427, 0.9974, 0.7369], [5.2374, -0.0053, -1.0015], [-0.4597, 4.1797, -0.2196], [3.2700, -1.3753, -0.8645], [4.6141, -1.2239, -1.1402], [0.7336, 3.6844, 0.2691], [-2.8736, 0.8777, 2.4206], [-1.2103, 3.3755, -1.0911], [4.4023, 1.0599, -0.5733], [0.3796, -4.0993, -0.5837], [-1.5670, -4.8492, 0.2536], [-1.3870, -3.5385, 0.5417], [-3.6685, 0.4039, -0.1093], [-0.8133, 2.0665, -1.2989], [-1.9850, -2.8373, 1.0912], [-5.5170, 1.2829, 0.3274], [-1.4405, 1.3606, -1.8708], [-0.0494, -6.1152, -0.7185], [-3.8982, 0.0472, -1.1441], [-4.7591, 1.7148, 2.7448], [2.8057, -2.3385, -0.8893], [5.1678, -2.0872, -1.5223], [1.3022, -4.1128, -1.1404], [6.2880, 0.2074, -1.2228], [2.9833, 2.6686, 0.6929], [4.7761, 2.0987, -0.4108], [-0.8001, 5.1629, 0.0368], [-2.1145, 3.6815, -1.5469], [-2.5378, 1.1131, 3.3981], [1.3700, 4.2761, 0.9013], [-2.2984, -5.6260, 0.4472]], "forces_ev_per_angstrom": [[0.617, -0.007, -0.503], [-0.408, 0.219, 0.313], [-0.070, 0.027, -0.419], [-0.532, 0.335, 0.501], [-0.333, 0.513, -0.238], [-0.589, 0.164, 0.420], [-0.596, -0.104, -0.435], [0.164, -0.534, 0.411], [-1.101, 0.705, 0.163], [0.651, -0.128, -0.312], [-0.267, -0.518, 0.455], [0.646, 0.384, -0.081], [0.581, -0.884, -1.049], [-0.750, 0.692, -0.342], [0.928, 1.401, 0.216], [0.513, -0.813, -0.319], [0.855, -0.108, 0.316], [-0.658, -1.286, -0.527], [-0.812, 0.156, -0.300], [-0.406, 0.486, 0.326], [0.305, -0.821, 0.424], [0.572, 1.034, 0.021], [-0.222, -0.540, 0.209], [1.913, -0.929, -0.444], [0.690, 0.581, -0.582], [0.409, -1.378, -0.932], [-0.269, 0.522, -0.322], [-0.251, -0.088, -0.017], [0.349, -0.092, 0.411], [0.490, 0.398, 0.324], [-0.265, -0.429, -0.118], [0.293, 0.613, 1.094], [-0.887, 0.746, 0.855], [-0.118, -0.414, -0.149], [-0.256, 0.217, 0.189], [0.086, 0.127, 0.100], [-0.468, -0.383, 0.041], [-0.469, -0.432, -0.348], [-0.086, -0.972, -0.353], [-0.034, 0.373, 0.084], [-0.753, 0.509, -0.200], [0.341, 0.026, 0.767], [0.133, 0.128, 0.192], [0.063, 0.503, 0.158]], "lowdin_spin": [1.336, 0.208, 0.065, 0.076, 0.338, 0.016, 0.005, 0.114, 0.001, 0.031, 0.104, 0.026, 0.002, 0.001, 0.272, 0.010, 0.204, 0.048, 0.004, 0.009, 0.009, 0.050, 0.004, 0.002, 0.003, 0.003, 0.014, 0.000, 0.000, 0.001, 0.001, 0.001, 0.000, 0.018, -0.003, 0.000, 0.020, 0.001, -0.001, 0.001, 0.001, 0.004, 0.001, 0.001], "multiplicity": 4, "s2": 3.775, "homo_lumo_gap_ev": [4.440, 7.366], "charge": 0, "total_energy_ha": -1617.2656, "mol_weight_da": 560.52}

***

# 3
{"formula": "H9O4S", "method": "the ωB97M-V functional and the def2-TZVPD basis", "elements": ["S", "O", "O", "O", "O", "H", "H", "H", "H", "H", "H", "H", "H", "H"], "positions_angstrom": [[-0.4147, -0.8893, -0.9828], [-0.3846, -1.6991, 2.5047], [0.8724, 2.7850, -0.8303], [-3.1185, -1.0445, 0.8950], [3.1310, 0.2117, -1.7591], [-3.2385, -0.1689, 1.2801], [1.1295, 3.0611, 0.0563], [0.5733, -1.5948, 2.5284], [2.2484, -0.0477, -1.4553], [-0.6012, -1.1969, 1.6978], [0.1195, 2.2013, -0.6711], [-0.8219, -1.9814, -1.6365], [-2.4913, -0.8082, 0.1791], [2.9966, 1.1718, -1.8063]], "forces_ev_per_angstrom": [[0.145, 0.534, 0.206], [0.314, 0.492, 0.025], [-0.034, 0.164, 0.282], [-0.072, 0.715, -0.146], [-0.217, 0.742, 0.131], [-0.231, -0.147, 0.287], [0.058, -0.025, -0.097], [-0.031, -0.175, 0.049], [-0.231, -0.569, -0.046], [-0.274, -0.481, -0.158], [0.044, -0.295, -0.282], [-0.018, -0.068, -0.008], [0.316, -0.633, -0.161], [0.231, -0.253, -0.080]], "nbo_charge": [-1.065, -0.963, -0.951, -0.976, -0.969, 0.444, 0.458, 0.452, 0.501, 0.501, 0.492, 0.118, 0.498, 0.462], "e_above_lowest_ev": 0.8987, "homo_lumo_gap_ev": 7.102, "charge": -1, "total_energy_ha": -704.6025, "mol_weight_da": 105.13}

***

# 4
{"formula": "C5H6N2", "method": "the ωB97M-V functional and the def2-TZVPD basis", "elements": ["N", "N", "C", "C", "C", "C", "C", "H", "H", "H", "H", "H", "H"], "positions_angstrom": [[0.6251, -0.2202, -0.1448], [0.1849, 1.3676, 2.7587], [1.1648, -0.0418, -1.4576], [0.0394, 0.8111, -1.0214], [-0.2726, 0.4509, 2.2136], [-0.4550, -0.9731, 0.2925], [-0.8990, -0.6401, 1.5141], [2.1571, 0.3956, -1.4114], [0.1124, 1.7996, -0.5912], [-0.9205, 0.5978, -1.5038], [-1.7401, -1.1292, 1.9772], [-0.9923, -1.6486, -0.3787], [0.9957, -0.7696, -2.2472]], "forces_ev_per_angstrom": [[-0.479, 0.678, 0.087], [-0.531, -1.025, -0.548], [0.154, -0.002, -0.427], [0.102, 0.652, -0.277], [0.344, 0.646, 0.584], [-0.087, -0.332, 0.526], [-0.052, -0.360, -0.054], [-0.007, -0.279, -0.127], [0.304, 0.230, -0.424], [0.217, -0.090, 0.346], [-0.138, 0.062, -0.018], [0.253, -0.215, 0.287], [-0.079, 0.035, 0.045]], "nbo_charge": [-0.437, -0.328, -0.227, -0.246, 0.269, 0.080, -0.382, 0.218, 0.223, 0.191, 0.243, 0.197, 0.197], "smiles": "N#C/C=C\\N1CC1", "e_above_lowest_ev": 2.7694, "homo_lumo_gap_ev": 10.118, "charge": 0, "total_energy_ha": -303.5343, "mol_weight_da": 94.12}

***

# 5
{"formula": "C42H31FFeN5O4P", "method": "the ωB97M-V functional and the def2-TZVPD basis", "elements": ["Fe", "P", "F", "O", "O", "O", "O", "N", "N", "N", "N", "N", "C", "C", "C", "C", "C", "C", "C", "C", "C", "C", "C", "C", "C", "C", "C", "C", "C", "C", "C", "C", "C", "C", "C", "C", "C", "C", "C", "C", "C", "C", "C", "C", "C", "C", "C", "C", "C", "C", "C", "C", "C", "C", "H", "H", "H", "H", "H", "H", "H", "H", "H", "H", "H", "H", "H", "H", "H", "H", "H", "H", "H", "H", "H", "H", "H", "H", "H", "H", "H", "H", "H", "H", "H"], "positions_angstrom": [[-0.2664, -0.1491, 0.4171], [-2.1530, 0.7501, -0.8704], [7.3406, -1.7926, 0.6233], [2.8527, -1.2690, -0.5821], [1.3466, 0.3791, -0.4494], [4.8923, 1.5552, -2.7718], [8.4768, -1.0788, -1.8249], [6.6791, 0.2517, -2.2499], [-0.2016, 1.2941, 2.0714], [-0.0489, -2.1940, -0.3505], [0.1167, -1.3411, 2.1658], [4.9387, 0.5158, -0.7361], [-1.3999, 1.0588, -2.4956], [-0.1030, -0.5200, 5.7970], [5.4562, 0.8293, -1.9804], [-3.5983, -0.2950, -1.1974], [0.4610, -3.7557, -2.0851], [-0.0578, -2.5407, -1.6203], [3.6168, 1.0006, -0.4100], [0.0093, -0.7101, 3.3797], [2.5532, -0.0940, -0.4861], [-0.2135, 2.6042, 1.9765], [-2.8539, 2.3379, -0.3346], [-3.2976, 2.4274, 0.9853], [-1.7932, 0.3547, -3.6310], [0.6305, -2.5562, 1.9272], [-4.6118, -2.4823, -1.2065], [-5.8261, -0.5911, -2.0648], [-5.7532, -1.9501, -1.7862], [7.4159, -0.6345, -1.4652], [-0.0548, 1.4207, -4.9062], [0.5291, -3.0186, 0.5491], [1.3494, -3.3590, 2.8304], [-0.0469, 0.8446, 5.7329], [-0.0455, 1.4988, 4.4762], [6.7393, -0.9343, -0.2046], [-0.0783, 0.7271, 3.3014], [-0.0433, 2.9051, 4.3352], [-3.8792, 3.5938, 1.4521], [-1.1200, 0.5369, -4.8319], [-3.5740, 4.6062, -0.7073], [1.0208, -4.6175, -1.1837], [1.8638, -4.5946, 2.4465], [-4.0124, 4.6874, 0.6053], [1.0796, -4.2541, 0.1779], [-3.0025, 3.4328, -1.1811], [-3.5371, -1.6555, -0.9089], [5.5640, -0.3830, 0.1018], [0.3404, 2.1284, -3.7773], [1.7212, -5.0527, 1.1586], [-0.1065, 3.4575, 3.0881], [-0.0735, -1.3013, 4.6302], [-4.7540, 0.2346, -1.7725], [-0.3262, 1.9457, -2.5784], [-3.1903, 1.5768, 1.6508], [-6.5930, -2.5925, -2.0153], [-0.3328, 3.0175, 0.9815], [-1.4343, -0.0106, -5.7107], [-0.4843, -1.8244, -2.3143], [-4.8148, 1.2947, -1.9864], [-0.1586, -2.3741, 4.7174], [0.0061, 3.5275, 5.2199], [-2.6287, -0.3325, -3.5859], [2.4062, -5.1854, 3.1715], [-0.1061, 4.5274, 2.9394], [-4.4627, 5.6016, 0.9687], [2.1325, -6.0103, 0.8669], [-0.0317, 1.4413, 6.6356], [1.5699, -2.9887, 3.8191], [0.0090, 2.4827, -1.6986], [1.1791, 2.8099, -3.8294], [-6.7211, -0.1767, -2.5091], [-4.2275, 3.6524, 2.4749], [0.4713, 1.5593, -5.8412], [5.0501, -0.6191, 1.0214], [-4.5599, -3.5388, -0.9791], [-0.1622, -1.0157, 6.7560], [0.4261, -3.9826, -3.1406], [3.6083, 1.4319, 0.5940], [-2.6505, -2.0696, -0.4461], [7.0792, 0.4893, -3.1472], [3.3678, 1.7900, -1.1143], [1.4396, -5.5644, -1.4997], [-3.6826, 5.4550, -1.3692], [-2.6659, 3.3743, -2.2085]], "forces_ev_per_angstrom": [[0.260, -0.205, -0.015], [0.068, 0.009, 0.012], [0.001, -0.005, 0.013], [0.042, -0.067, 0.154], [0.071, 0.463, 0.149], [-0.009, 0.016, -0.002], [0.008, -0.005, -0.024], [-0.004, 0.038, -0.017], [0.097, 0.013, 0.062], [-0.160, -0.083, 0.041], [-0.133, -0.031, 0.007], [0.010, 0.028, -0.030], [-0.090, -0.038, -0.057], [-0.006, -0.024, 0.004], [-0.024, -0.033, -0.005], [-0.025, 0.009, -0.020], [0.052, -0.044, 0.003], [-0.031, 0.000, -0.006], [-0.047, -0.036, -0.070], [-0.005, 0.053, -0.016], [-0.047, -0.054, -0.251], [-0.042, 0.037, -0.002], [-0.096, -0.012, -0.033], [0.006, -0.024, 0.006], [-0.029, 0.023, -0.001], [0.020, -0.022, -0.051], [-0.017, -0.002, 0.001], [-0.003, 0.002, 0.001], [-0.005, -0.028, 0.006], [-0.014, -0.059, 0.115], [0.005, 0.009, 0.013], [0.053, 0.059, 0.014], [0.020, 0.022, -0.017], [0.026, 0.021, 0.019], [-0.055, -0.041, -0.057], [-0.058, 0.057, -0.036], [-0.056, -0.051, -0.001], [0.012, 0.000, -0.038], [-0.003, 0.018, 0.004], [0.010, 0.010, -0.020], [-0.004, 0.003, -0.006], [-0.039, 0.040, 0.002], [0.004, -0.007, 0.021], [-0.012, 0.010, 0.020], [-0.008, 0.080, 0.006], [0.067, -0.010, 0.000], [-0.010, 0.026, 0.020], [0.130, -0.038, -0.029], [0.000, -0.001, -0.021], [-0.011, -0.026, -0.010], [-0.018, -0.015, 0.022], [-0.012, 0.014, 0.005], [0.041, 0.024, 0.017], [0.061, -0.021, 0.017], [-0.003, -0.006, -0.005], [0.000, -0.005, 0.000], [0.022, -0.008, 0.005], [0.000, -0.002, 0.000], [-0.019, -0.001, 0.008], [-0.001, 0.009, -0.008], [0.019, -0.007, -0.008], [-0.007, 0.000, 0.005], [-0.007, -0.008, 0.012], [0.011, -0.003, -0.004], [0.000, 0.008, 0.003], [0.000, 0.001, 0.006], [0.018, 0.002, -0.002], [-0.011, 0.000, 0.007], [-0.019, -0.002, 0.010], [-0.008, -0.011, 0.014], [-0.002, 0.001, -0.001], [0.000, 0.009, -0.003], [-0.003, 0.000, 0.005], [0.003, -0.002, -0.002], [0.011, -0.008, 0.014], [0.002, -0.003, 0.001], [0.003, 0.004, 0.008], [-0.009, -0.010, -0.002], [0.000, -0.029, 0.018], [0.025, -0.008, 0.007], [-0.005, -0.003, 0.010], [-0.013, -0.015, 0.006], [0.010, -0.005, -0.007], [-0.001, 0.003, -0.005], [-0.005, -0.002, -0.005]], "lowdin_spin": [3.683, 0.016, 0.000, 0.012, 0.100, 0.000, 0.000, 0.000, 0.026, 0.027, 0.342, 0.001, 0.004, -0.005, 0.000, 0.005, -0.016, 0.028, 0.003, 0.003, 0.016, 0.018, 0.000, 0.001, 0.003, 0.026, 0.000, 0.000, 0.000, 0.000, 0.003, 0.061, 0.161, 0.100, 0.002, 0.000, 0.037, 0.013, 0.000, 0.000, 0.000, 0.024, 0.000, 0.001, 0.006, 0.001, 0.002, 0.000, 0.000, 0.181, -0.012, 0.101, 0.001, 0.002, 0.001, 0.000, 0.001, 0.000, 0.001, 0.000, 0.005, 0.001, 0.000, -0.003, -0.001, 0.000, 0.009, 0.005, 0.008, 0.000, 0.000, 0.000, 0.000, 0.000, 0.000, 0.000, -0.002, -0.001, 0.000, 0.001, 0.000, 0.000, 0.001, 0.000, 0.000], "multiplicity": 6, "s2": 8.832, "e_above_lowest_ev": 0.6737, "homo_lumo_gap_ev": [7.224, 5.235], "charge": 1, "total_energy_ha": -3898.7215, "mol_weight_da": 775.56}

***

> What is the formula in the third record?

H9O4S